[1]
C14H19NO4S | ωB97M-V/def2-TZVPD

Geometry as XYZ:
```
39
Properties=species:S:1:pos:R:3:forces:R:3
H -0.259230 2.791507 -0.274534 0.0 0.1 0.0
H -0.919482 -0.125768 0.381788 0.1 0.0 0.1
H 4.554531 -1.496508 -2.295114 0.1 0.2 0.0
C -1.138434 2.577928 0.334527 0.0 -0.2 0.2
C 3.059340 -1.292413 -0.003443 -0.2 0.0 -0.2
H -1.598211 1.561361 2.188022 -0.1 0.0 0.0
H -4.918890 0.149331 -2.606781 -0.1 0.0 0.0
C -4.158806 0.642871 -2.019764 0.0 -0.1 -0.1
C -3.512867 1.869044 -0.062312 0.0 0.0 0.0
C 1.540823 -1.046150 -0.025478 0.4 0.6 -0.2
C -2.196577 1.918480 -0.504958 0.0 0.1 -0.1
H 0.051594 2.198157 2.102363 -0.1 0.0 0.1
O 2.105722 0.850368 1.464868 0.3 0.3 0.3
H 1.185243 -1.094156 -1.064015 0.0 0.1 0.2
C -1.878601 1.322058 -1.718451 0.0 0.0 0.0
O 1.913295 -1.396026 2.907032 0.1 0.2 0.1
H 3.557258 -0.400582 -0.386520 0.0 0.0 0.0
H -2.588704 0.232027 -3.414979 0.0 0.0 -0.1
C -0.244488 0.319893 1.124181 0.0 0.9 -1.0
H 1.056626 -2.997247 0.511712 -0.1 -0.3 0.2
H -0.859916 1.358208 -2.079170 0.1 0.0 0.0
N 0.780057 -2.049229 0.708669 -0.2 0.0 0.6
C 3.433876 -2.484899 -0.825245 -0.1 0.2 0.2
C -0.738955 1.707347 1.532742 0.2 -0.3 0.0
H 1.200064 1.070156 -0.283508 -0.1 -0.2 0.0
H 3.064036 -3.438414 -0.468670 0.0 -0.2 0.0
H -3.775173 2.334725 0.876636 0.0 0.1 0.1
C -4.487402 1.236407 -0.812660 -0.1 0.0 0.0
O -0.039821 -2.849990 2.928672 -0.2 -0.1 0.0
H -1.516299 3.526559 0.721322 0.1 0.0 -0.1
C 1.183995 0.351780 0.544041 -0.3 0.0 -0.3
H 4.415814 -3.310760 -2.487647 0.0 -0.2 -0.1
C -2.851705 0.689117 -2.472223 0.0 -0.1 -0.1
C 4.165409 -2.429617 -1.922316 0.1 -0.1 -0.1
S 0.650959 -1.766785 2.330867 -0.4 -0.8 -0.3
H 3.367765 -1.444253 1.033414 0.0 0.1 -0.1
H -5.506595 1.207437 -0.456438 -0.1 0.0 0.0
H 2.196237 0.211321 2.197357 0.1 0.3 -0.2
O -0.292488 -0.503284 2.296014 0.4 -0.6 0.6
```
Positions in Å, forces in eV/Å.

Summary:
Multiplicity: 1
SMILES: C=CC[C@H]1NS(=O)(=O)O[C@@H](CCc2ccccc2)[C@H]1O
E_LUMO (Ha): 0.02169
HOMO (Ha): -0.3453
ΔE to the lowest compared entry with this formula, charge and spin (eV): 1.863
Frontier orbital gap (eV): 10.0

natural (NBO) population analysis, charges in e, atoms 1 to 4: H 0.207; H 0.207; H 0.191; C -0.441

[2]
C14H19NOS | ωB97M-V/def2-TZVPD

Geometry as XYZ:
```
36
Properties=species:S:1:pos:R:3:forces:R:3
C -2.873880 1.532358 2.530246 5.4 -3.3 7.3
H 2.808254 1.803245 -1.497094 0.6 3.2 -0.9
H -3.880348 -0.485145 1.450817 -0.7 1.2 -1.9
N 0.859407 -0.860049 -0.859568 2.1 -1.2 -0.7
O 0.619206 -2.715865 0.561678 -0.4 5.7 -0.2
C -1.429801 0.646354 2.274042 -4.5 8.3 6.4
C 1.624549 -1.684952 -2.003281 -3.7 -2.2 1.6
C 2.748012 0.826158 -1.247261 -0.8 -4.2 2.4
S -0.026258 1.049994 3.352573 -1.2 -2.3 -2.1
H 1.442815 -2.760852 -1.564593 0.7 1.9 -1.2
H 2.846375 0.394132 -3.393246 1.2 -1.4 2.4
H 3.725079 -1.566392 -1.075339 -1.8 -0.7 -2.7
H 0.829203 1.259659 -0.245431 0.0 -1.2 -1.6
C -1.265612 -0.041952 1.232009 -1.6 -1.2 -1.4
H 3.241389 0.674985 -0.191123 -0.9 0.2 -1.8
C -3.670131 1.545901 1.395518 -0.3 1.8 -5.8
H -2.568372 2.502968 3.046152 -0.6 -1.0 -1.2
C -3.707585 0.310265 0.538163 7.4 -4.9 9.3
C 3.093797 -1.350766 -2.167379 0.2 -11.9 2.3
C 0.540743 -1.404190 0.390599 1.4 -6.0 -3.9
C 3.429731 -0.123780 -2.304256 -8.6 11.9 -2.7
H -2.101948 -1.308393 0.003168 0.4 -10.6 -3.2
C -2.210663 -0.443046 0.229797 -3.0 16.2 -0.3
H -4.369017 0.065197 -0.085450 -5.2 -1.0 -5.3
H -3.064695 2.273170 0.776597 -1.3 0.2 0.0
H 1.682975 -0.387184 2.557881 11.3 -2.9 2.0
H -3.187618 0.883404 3.450929 -0.5 1.1 -1.6
H -4.690495 1.859973 1.516777 -0.4 0.6 0.2
H 4.274940 0.207156 -2.509494 8.2 2.1 -1.3
H 0.703084 0.663820 -2.033993 -0.7 1.4 -1.4
H 0.968331 -1.641845 -3.026542 1.7 0.4 2.4
H -1.872314 0.366082 -0.590963 -0.4 -2.5 0.5
C -0.006682 -0.419341 1.277134 8.0 -4.2 2.4
C 1.155988 0.550498 -1.096599 2.2 0.3 2.3
C 0.828785 -0.200315 2.381698 -13.4 5.1 -3.0
H 3.502755 -2.021251 -3.074163 -0.7 1.0 2.3
```
Positions in Å, forces in eV/Å.

Summary:
Multiplicity: 1
E_LUMO (Ha): 0.02632
HOMO (Ha): -0.3125
ΔE to the lowest compared entry with this formula, charge and spin (eV): 12.214
Frontier orbital gap (eV): 9.2

natural (NBO) population analysis, charges in e, atoms 1 to 4: C -0.409; H 0.204; H 0.172; N -0.445

[3]
C14H20 | ωB97M-V/def2-TZVPD

Geometry as XYZ:
```
34
Properties=species:S:1:pos:R:3:forces:R:3
H 0.640304 2.135867 -1.449110 -0.1 0.1 0.0
H 0.402689 -2.170101 2.951532 0.0 0.0 0.1
C 1.144310 1.279220 -1.890930 0.1 -0.2 0.2
C 2.416545 -1.480413 1.572571 -0.3 0.1 -0.1
H 1.928978 1.657139 -2.543910 0.1 0.0 0.0
C 1.781272 0.383593 -0.816699 0.1 0.1 -0.2
H 3.245997 -0.344117 -2.236284 0.1 0.0 -0.1
C -2.924092 -0.095705 0.632353 0.6 -0.1 0.1
H -4.972187 -0.651401 0.874487 -0.1 0.0 0.0
C -4.042097 -0.688078 1.437869 0.1 -0.1 0.1
H 2.954233 -1.470236 -0.912848 0.1 -0.1 0.0
H 3.310845 -1.226579 1.038394 0.1 0.1 -0.2
H -1.926694 -1.636893 2.635187 0.0 -0.1 0.1
H 2.564872 -2.126222 2.423431 -0.1 -0.1 0.1
C 1.169754 -1.066957 1.263149 0.6 -0.3 0.2
C -3.357738 0.860385 -0.439706 0.1 0.0 0.0
H -2.690972 1.716898 -0.514293 0.0 0.1 -0.1
H -3.378573 0.363214 -1.412009 -0.1 0.0 -0.1
H -0.866884 0.712511 -0.799103 0.1 0.1 -0.1
H -4.189902 -0.125548 2.362071 -0.1 0.0 0.1
C 2.781384 1.273831 -0.062545 0.0 -0.1 0.0
C -1.191941 -1.253708 1.944252 0.3 -0.3 0.3
H -3.845973 -1.724247 1.702422 -0.1 -0.1 0.1
H -4.360253 1.229419 -0.232807 0.0 0.0 0.0
H 1.756428 -1.289696 -2.180607 0.0 -0.1 -0.1
H 0.439841 0.725269 -2.507200 -0.1 0.0 -0.1
C 2.484423 -0.753152 -1.574776 0.0 0.1 0.1
C -0.552311 0.087353 0.016323 0.4 0.1 -0.2
C 0.103036 -1.542658 2.122887 -0.6 -0.2 0.3
C 0.759880 -0.195925 0.159811 -0.4 0.4 -0.5
H 2.255328 2.119962 0.376020 0.0 0.1 0.1
H 3.288127 0.749916 0.738529 0.1 0.0 0.1
H 3.531471 1.656978 -0.752136 0.1 0.1 -0.1
C -1.617175 -0.408000 0.857455 -0.9 0.2 -0.1
```
Positions in Å, forces in eV/Å.

Summary:
Multiplicity: 1
SMILES: C=c1ccc(=C(C)C)cc1C(C)(C)C
E_LUMO (Ha): 0.00677
HOMO (Ha): -0.2642
ΔE to the lowest compared entry with this formula, charge and spin (eV): 0.000
Frontier orbital gap (eV): 7.4

natural (NBO) population analysis, charges in e, atoms 1 to 4: H 0.208; H 0.205; C -0.603; C -0.384

[4]
C14H20BrClN4O3STi | ωB97M-V/def2-TZVPD

Geometry as XYZ:
```
45
Properties=species:S:1:pos:R:3:forces:R:3
H -0.725233 -0.077963 -2.483615 0.1 0.0 -0.1
H -0.076333 -3.123962 -0.067309 0.0 0.0 0.0
H -2.809306 1.636985 -1.741019 0.0 -0.1 -0.1
H -0.926534 -3.576952 -2.367990 -0.1 -0.1 -0.1
H 1.721002 2.981960 -1.445589 0.0 0.0 0.0
C 3.128751 -0.148757 0.606591 0.3 0.4 0.8
C 2.230847 -0.438530 2.794561 0.7 0.5 -0.2
N -0.964296 -2.688686 0.173673 -0.2 -0.7 0.1
C 3.318163 -0.078964 1.987943 -0.5 -1.0 -0.3
S 2.554534 3.686704 1.231702 0.4 -0.2 1.2
C -1.276140 1.717266 -0.411350 0.3 1.3 0.2
H -0.421163 2.092017 -2.360261 0.0 -0.1 0.0
O 3.501081 3.683490 0.139547 0.0 -0.2 -0.4
C -0.248374 2.109613 -1.287758 0.0 0.1 0.2
C -1.073481 1.863630 0.975083 -0.2 0.6 -0.2
N 0.815158 -0.679328 0.888066 2.8 0.1 1.1
H 2.349959 -0.483604 3.866793 -0.1 0.1 0.0
H -2.026879 -1.656509 -3.565725 0.0 0.1 0.1
H 0.132752 -0.897311 2.822278 0.0 0.0 0.0
H 4.301950 0.056816 2.402569 0.0 0.4 0.0
N -0.814299 -0.945312 -1.963314 0.2 0.0 -0.7
H -1.099279 -2.838804 1.171018 0.0 -0.1 0.0
H 0.245963 2.623565 2.513610 0.0 -0.1 0.0
Cl 4.420123 0.129701 -0.485958 0.1 0.0 -0.1
H -2.998257 -2.937262 -0.219474 0.1 0.0 0.1
H -2.673309 -3.725461 -2.579306 0.0 0.0 0.0
N -2.507763 1.193241 -0.883060 0.1 0.1 0.1
C -1.895847 -3.169885 -2.054598 0.0 0.4 0.3
C 1.010453 -0.681831 2.220032 -0.2 -0.3 0.3
C 1.113132 2.793122 0.588465 0.5 0.1 0.0
H 0.027000 -1.484278 -2.157646 0.0 0.1 -0.1
H -2.881904 -1.240733 -2.068206 0.1 0.0 0.0
H -2.065667 -4.441974 -0.329734 -0.1 0.1 0.0
H -3.227830 1.269321 -0.173754 -0.1 -0.1 -0.1
C 0.935022 2.635346 -0.786892 -0.3 0.0 0.0
H -1.915896 1.797159 1.650764 0.0 -0.3 0.0
C -2.054116 -3.369699 -0.550538 0.0 -0.3 -0.3
Ti -0.960802 -0.468961 0.159046 -2.5 0.0 -0.9
O 2.008389 4.975286 1.589282 -0.3 0.2 -0.3
H 1.739428 -0.476525 -0.962527 0.0 0.1 0.0
C 1.880451 -0.429141 0.110570 -0.1 -0.2 -0.4
C 0.119108 2.413154 1.459547 -0.1 0.0 -0.2
O 2.981230 2.929044 2.414896 -0.3 -0.3 -0.7
C -1.977808 -1.701768 -2.472651 -0.1 -0.4 -0.2
Br -2.913980 -0.825221 1.652239 -0.7 -0.2 0.7
```
Positions in Å, forces in eV/Å.

Summary:
Multiplicity: 3
E_LUMO (spin up / spin down) (Ha): -0.01732 / -0.02243
HOMO (spin up / spin down) (Ha): -0.2571 / -0.2950
ΔE to the lowest compared entry with this formula, charge and spin (eV): 1.715
Frontier orbital gap (spin up / spin down) (eV): 6.5 / 7.4

natural (NBO) population analysis, charges in e, atoms 1 to 4: H 0.392; H 0.366; H 0.394; H 0.192

[5]
C14H20BrF2O6 | ωB97M-V/def2-TZVPD

Geometry as XYZ:
```
43
Properties=species:S:1:pos:R:3:forces:R:3
H 0.285259 2.993315 -0.798177 -0.6 -1.6 -1.7
H -2.510040 1.818623 -1.917649 1.0 1.8 1.2
C 1.764488 -1.440577 4.423032 3.9 -3.9 3.4
C 0.485577 1.835385 2.202441 -1.1 1.3 0.4
F 1.577822 -0.971354 -0.407095 -0.8 2.5 1.9
H -1.157867 -1.003656 -4.599439 -0.1 -0.1 0.3
O -1.551797 -1.787083 -2.139033 0.6 0.8 2.2
C -0.699971 -1.950998 -4.285564 0.3 -0.5 -0.9
H 0.216497 -2.269365 3.320668 0.6 0.8 1.4
C -2.914334 -2.925359 -3.624701 -0.3 -0.7 -0.7
C 2.380115 1.283555 0.152090 2.0 3.3 -1.9
H -2.218289 2.598734 -0.173513 0.6 0.1 -2.4
C -1.909091 2.638524 -1.324306 0.6 -0.3 0.1
H 3.645522 -0.105802 4.165719 -2.6 -0.4 -0.9
Br 0.160046 2.275752 -3.409039 0.0 0.3 1.4
H 2.687574 -1.196233 1.915421 -1.5 2.1 0.4
C -1.480755 -2.634661 -3.150670 -1.0 1.5 -1.1
O -0.690440 1.132492 4.482982 0.5 6.4 -7.4
H 2.059014 0.899415 4.329553 0.6 -2.3 -1.1
H -3.454257 -2.014017 -3.914165 0.3 0.0 0.2
H -1.006619 -3.616054 -3.008830 0.4 -0.6 0.4
O 2.800206 2.312942 -0.584652 -2.6 -7.1 5.2
H -0.662644 -2.601861 -5.167180 0.1 0.0 -0.3
O 2.553646 -2.237501 5.195263 -5.6 5.1 -5.0
H -2.091554 3.735941 -1.741712 0.4 -2.5 0.8
H -3.500519 -3.429760 -2.845915 0.2 0.1 0.0
O 3.128821 0.744506 1.333499 -1.5 1.8 -1.2
O 0.352867 -1.783427 4.188722 3.2 0.4 -0.6
H 0.336229 -1.741840 -3.990731 -0.2 0.0 0.1
C 0.746173 0.287723 1.725772 1.5 -0.7 -1.5
C -0.298812 2.207791 -1.440158 -2.2 -0.1 1.4
H -0.022746 -0.072837 -1.867696 -0.6 1.3 2.1
H 1.488222 2.351248 2.585668 -2.1 -1.3 -0.7
C -0.596455 1.976945 3.450522 -0.8 -3.9 5.1
H -1.176305 0.285506 -0.411294 2.1 0.8 -1.3
C 2.298471 -0.107780 2.202570 -0.6 -1.8 -0.3
C 1.042721 0.342500 0.107156 0.3 -0.1 -1.2
C -0.173221 0.654321 -0.942231 0.2 -0.2 0.5
C 2.507304 -0.082851 3.828494 -0.3 0.8 0.1
F -1.522317 3.163980 3.412329 2.8 -3.3 -0.1
H -0.076886 -0.529596 1.893121 1.6 2.0 0.1
H 0.097446 2.549139 1.328613 0.7 -1.8 1.9
H -2.899099 -3.585722 -4.499887 -0.2 -0.2 -0.2
```
Positions in Å, forces in eV/Å.

Summary:
Multiplicity: 1
Total charge: -1
E_LUMO (Ha): 0.06141
HOMO (Ha): -0.1103
Frontier orbital gap (eV): 4.7

natural (NBO) population analysis, charges in e, atoms 1 to 4: H 0.219; H 0.251; C 0.787; C -0.553

[6]
C14H20ClN3O3 | ωB97M-V/def2-TZVPD

Geometry as XYZ:
```
41
Properties=species:S:1:pos:R:3:forces:R:3
H 1.315014 5.050390 2.933807 0.2 0.2 -0.1
H 2.031031 -1.390418 0.485729 -0.5 0.2 0.0
H 0.086528 6.599391 1.279238 -0.1 -0.1 0.0
C -0.865690 -2.763488 -0.983423 -0.1 0.5 0.1
N -0.594271 -1.679808 -0.102057 0.0 -0.3 -0.4
C -0.454556 5.951242 1.973765 0.4 0.0 0.3
H -0.178689 4.148170 3.099407 0.3 0.0 -0.3
H 0.285485 -3.708118 1.198684 -0.4 -0.9 -0.4
H -1.402354 -1.452921 -2.658791 0.1 -0.9 0.5
H -1.042994 -6.178336 -1.082905 0.3 -0.4 0.2
H 2.846606 0.722145 -0.533692 -0.4 0.1 0.6
H -0.752164 6.570330 2.842421 0.2 -0.4 -0.3
H 0.881261 -0.916128 -1.450067 -0.9 0.4 0.1
H 1.075526 1.919658 -1.686206 -0.1 0.0 0.3
N -0.316811 -4.396592 0.729723 0.2 1.7 1.0
C 2.274382 0.724018 0.427270 -0.7 0.3 -0.3
H 0.911669 -0.469484 1.510821 0.0 0.1 -0.1
C -1.630533 -3.553662 -3.128299 0.4 0.2 0.3
C -1.486534 -4.874949 -2.718267 0.2 0.7 0.9
O -1.374163 0.895065 0.392351 0.5 -0.4 -0.1
N 1.380731 1.882742 0.433591 -0.6 2.3 -0.5
C 0.476792 1.959757 -0.759299 1.4 -0.9 1.1
C -1.038627 -5.159130 -1.408899 -0.9 0.9 -1.4
H -1.649623 -0.012493 0.670349 0.3 0.9 -0.6
O 0.749456 4.001119 1.235054 0.2 -1.9 0.4
C 0.319617 -0.595749 -0.540739 0.0 -0.3 0.1
H -1.012895 0.745567 -1.630573 -0.2 -0.1 -0.3
H -0.144122 -5.344669 0.936472 0.3 -0.8 0.3
C -1.296459 -2.495597 -2.281515 -0.1 -0.2 0.1
H -1.356127 5.561603 1.503667 0.0 0.1 -0.1
C -0.445627 0.763247 -0.702977 -0.8 -1.2 0.3
H -0.079058 2.871789 -0.764787 -0.3 0.6 0.2
C 1.218345 2.729157 1.539729 1.5 -1.1 0.3
H 2.987678 0.731970 1.257885 -0.3 0.3 -0.1
C 0.413699 4.767909 2.403953 -1.0 0.1 0.5
H -0.528566 -1.949196 0.881951 0.2 0.3 -0.7
C 1.374485 -0.493899 0.516249 1.5 -0.7 1.2
O 1.604252 2.367262 2.657114 -0.9 1.1 -1.6
H -1.998387 -3.274443 -4.088946 -0.2 -0.3 -0.7
C -0.743788 -4.105834 -0.543080 0.1 0.1 -0.9
Cl -1.840521 -6.147615 -3.844711 0.0 -0.1 0.2
```
Positions in Å, forces in eV/Å.

Summary:
Multiplicity: 1
SMILES: CCOC(=O)N1CC[C@@H](Nc2ccc(Cl)cc2N)[C@@H](O)C1
E_LUMO (Ha): 0.02281
HOMO (Ha): -0.2893
ΔE to the lowest compared entry with this formula, charge and spin (eV): 0.000
Frontier orbital gap (eV): 8.5

natural (NBO) population analysis, charges in e, atoms 1 to 4: H 0.186; H 0.206; H 0.210; C 0.090

multiplicity of number 1 (C14H19NO4S)?
1

Which of these has the highest multiplicity?
C14H20BrClN4O3STi